1.
Entry from the OMol25 dataset: C19H37NO4SiTb as an isolated structure (ωB97M-V/def2-TZVPD).

## Properties
charge: -1
Kohn-Sham gap (alpha / beta): 6.41 / 6.61 eV
multiplicity: 7
HOMO energy (alpha / beta): -0.13197 / -0.13916 hartree
F_max: 0.0482 Eh/bohr
E_LUMO (alpha / beta): 2.82 / 2.82 eV
calculated total energy: -60301.2548 eV

CARTESIAN COORDINATES (ANGSTROEM)
C -0.49656 1.31518 -4.88858
C 0.90781 1.44884 -4.64152
C 1.08091 2.31835 -3.51728
C -0.22006 2.72328 -3.07107
C -1.19463 2.09245 -3.90932
Tb -0.14185 0.08599 -2.57979
N -1.52573 -1.48229 -2.95804
C -0.43582 -2.39273 -3.34505
C 0.97603 -1.84251 -3.37192
H 2.03049 2.71537 -3.15070
H 1.70822 1.05292 -5.27058
H -0.42345 3.49019 -2.31840
H -2.27501 2.26102 -3.87090
H -0.95090 0.78888 -5.73148
H 1.31192 -1.73170 -4.40663
H -0.45696 -3.28371 -2.68074
H -2.45099 -1.89530 -3.07502
H 1.66423 -2.48972 -2.82931
H -0.68443 -2.75801 -4.36416
C 3.87953 -1.34381 1.77575
C 2.42792 -1.63094 1.39785
C 2.33402 -2.42856 0.10285
C 1.73963 -2.38026 2.52897
O 1.81112 -0.31094 1.20645
Si 0.19198 0.03145 1.06319
O -0.25728 0.15847 -0.47425
O -0.63471 -1.15341 1.86733
C -2.07370 -1.30529 2.05655
C -2.61102 -2.16032 0.90980
C -2.22234 -2.01536 3.40032
C -2.75274 0.05678 2.10129
O -0.07297 1.40687 1.95322
C -0.05687 2.77734 1.45772
C -1.35246 3.06158 0.70287
C 0.01767 3.63484 2.72027
C 1.16664 3.00577 0.57542
H 4.42180 -2.28835 1.93965
H 3.93454 -0.76386 2.70464
H 4.39664 -0.79231 0.98390
H 2.84731 -3.39774 0.22008
H 1.28580 -2.62640 -0.15788
H 2.80672 -1.88824 -0.73001
H 1.68496 -1.75796 3.43154
H 0.72941 -2.69644 2.25200
H 2.31525 -3.28784 2.77951
H -2.12250 -3.14600 0.92013
H -3.69492 -2.31682 1.04319
H -2.43229 -1.68390 -0.06387
H -1.81520 -1.39214 4.20797
H -3.28533 -2.19943 3.61296
H -1.70135 -2.98071 3.39168
H -2.28388 0.70081 2.85893
H -2.73579 0.55037 1.12094
H -3.81161 -0.07227 2.38563
H -2.21877 2.88782 1.35596
H -1.36649 4.11713 0.38408
H -1.44779 2.42231 -0.18341
H 0.96417 3.46133 3.24648
H -0.03889 4.70132 2.45863
H -0.81125 3.40401 3.40042
H 2.08006 2.74946 1.12689
H 1.12508 2.40587 -0.34302
H 1.21675 4.06926 0.28790

Cartesian forces, eV/Å:
C 0.390 0.910 0.070
C -0.575 0.701 -0.045
C -0.743 0.276 -0.522
C 0.256 0.038 -0.771
C 0.644 0.490 -0.501
Tb 0.198 -0.370 0.432
N -0.890 0.418 0.121
C -1.049 -2.105 -0.786
C 0.561 0.327 0.008
H -0.354 -0.334 -0.005
H -0.340 -0.031 0.400
H 0.065 -0.526 -0.128
H 0.464 -0.210 0.067
H 0.174 0.014 0.517
H 0.153 0.010 0.068
H 0.066 0.165 -0.166
H 0.608 0.056 -0.106
H 0.035 0.081 -0.030
H 0.148 -0.193 0.232
C 0.216 -0.207 0.021
C -0.325 0.867 -0.092
C 0.186 -0.104 -0.169
C 0.153 -0.650 0.388
O -0.037 -0.969 0.346
Si -0.187 -0.069 -0.633
O 0.291 0.325 1.780
O -0.807 0.220 0.051
C 0.978 0.117 -0.238
C -0.200 -0.109 0.084
C -0.233 -0.013 0.098
C -0.579 0.098 0.235
O 0.148 0.645 -0.534
C -0.022 -0.870 0.447
C -0.148 0.215 -0.094
C 0.088 0.302 -0.046
C 0.119 0.304 -0.077
H -0.155 0.207 -0.069
H -0.101 -0.039 -0.188
H -0.158 -0.012 0.073
H -0.155 0.253 -0.018
H 0.208 0.105 0.014
H -0.203 -0.110 0.231
H -0.051 -0.080 -0.205
H 0.392 0.153 0.121
H -0.013 0.276 -0.095
H -0.081 0.272 -0.057
H 0.276 0.042 -0.082
H 0.049 -0.098 0.226
H -0.022 -0.155 -0.210
H 0.198 0.011 -0.038
H -0.040 0.220 -0.019
H -0.063 -0.174 -0.344
H 0.154 -0.104 0.248
H 0.261 -0.027 -0.126
H 0.214 0.053 -0.125
H -0.028 -0.289 0.043
H 0.096 0.109 0.221
H -0.186 -0.038 -0.088
H 0.017 -0.187 0.057
H 0.144 -0.039 -0.175
H -0.179 0.014 -0.112
H -0.046 0.104 0.253
H 0.023 -0.285 0.044

=====

2.
Entry from the OMol25 dataset: C24H25BF4N6O2ReS4 as an isolated structure (ωB97M-V/def2-TZVPD).

## Properties
energy above the lowest of the compared OMol25 structures with the same formula, charge and spin: 40.0 kJ/mol
Kohn-Sham gap (alpha / beta): 5.56 / 6.04 eV
multiplicity: 2
HOMO energy (alpha / beta): -0.26958 / -0.27303 hartree
F_max: 0.0131 Eh/bohr
E_LUMO (alpha / beta): -1.78 / -1.39 eV
calculated total energy: -95354.2169 eV

CARTESIAN COORDINATES (ANGSTROEM)
Re 0.60231 -0.47925 -0.39579
C 2.28909 2.81321 -2.48439
C 2.27391 1.45506 -1.85819
O 1.13273 0.87565 -1.84662
C 3.46402 0.89259 -1.37966
C 3.60213 -0.42897 -0.96400
C 4.94139 -1.09450 -1.00096
N 2.52910 -1.14248 -0.60453
N 2.68909 -2.51648 -0.59056
C 1.54463 -3.06718 -0.84457
O 0.47180 -2.34212 -1.09991
C 1.41316 -4.53659 -0.85676
C 2.42573 -5.34170 -0.34248
C 2.27796 -6.71812 -0.34328
C 1.12373 -7.29607 -0.85684
C 0.11423 -6.49442 -1.36985
C 0.25432 -5.11544 -1.36642
H 1.72759 3.49176 -1.83750
H 1.78201 2.78349 -3.44838
H 3.30101 3.19035 -2.60750
H 4.36981 1.45773 -1.54002
H 5.72832 -0.35924 -1.14771
H 4.95599 -1.80728 -1.82660
H 5.11893 -1.66716 -0.09190
H 3.31763 -4.87667 0.05425
H 3.06422 -7.34407 0.05800
H 1.01169 -8.37254 -0.85282
H -0.78433 -6.94313 -1.77215
H -0.52573 -4.47483 -1.75456
F 0.58452 2.18906 2.84857
B 0.26901 2.50426 1.53677
F 0.84888 1.30674 0.72492
F -1.06904 2.51276 1.29364
F 0.95545 3.58211 1.05798
C -0.38837 -0.94629 4.76919
N 0.87896 -0.68734 4.12604
C 1.96825 -0.02643 4.84256
C 3.00984 0.23241 3.74201
N 2.43434 -0.48644 2.60571
C 1.18241 -0.88254 2.84983
S 0.12225 -1.62685 1.72855
H -0.24224 -1.58980 5.63780
H -1.05792 -1.43596 4.06881
H -0.83702 -0.00565 5.09273
H 2.34415 -0.67894 5.63300
H 1.60499 0.89783 5.29200
H 3.98755 -0.17493 3.99274
H 3.09910 1.29161 3.51259
H 2.74511 -0.32536 1.66220
S -2.41015 5.08584 -3.07583
C -2.54006 3.60036 -2.36528
S -1.15265 2.59396 -2.08859
C -2.16458 1.39238 -1.32243
N -3.40589 1.71762 -1.30294
N -3.62767 2.93794 -1.88297
C -4.98049 3.39776 -1.84423
C -5.49899 4.21672 -2.83619
C -6.82111 4.63083 -2.75206
C -7.62485 4.23092 -1.69753
C -7.10052 3.39693 -0.71899
C -5.78402 2.97791 -0.78761
S -1.70390 -0.13091 -0.61257
H -4.88469 4.52565 -3.66634
H -7.22023 5.27118 -3.52771
H -8.65206 4.56568 -1.63737
H -7.71881 3.06960 0.10659
H -5.36600 2.32774 -0.03387

Cartesian forces, eV/Å:
Re -0.156 -0.118 0.433
C 0.062 -0.015 -0.010
C 0.049 0.098 0.010
O -0.228 -0.376 0.107
C -0.021 -0.070 0.041
C 0.070 0.085 -0.072
C -0.013 0.009 0.053
N -0.490 0.292 -0.022
N 0.085 -0.079 -0.015
C 0.168 0.033 0.071
O 0.058 0.369 0.061
C -0.182 0.008 -0.092
C 0.017 0.007 -0.038
C 0.016 0.005 -0.003
C -0.007 0.003 -0.002
C 0.007 -0.007 -0.002
C 0.033 0.041 0.020
H 0.010 -0.003 0.004
H -0.018 -0.006 0.013
H -0.005 0.009 -0.005
H -0.007 0.011 -0.023
H -0.005 0.009 -0.003
H 0.025 -0.007 0.009
H -0.008 -0.018 0.001
H 0.004 -0.011 0.010
H -0.002 0.000 0.007
H -0.002 -0.001 -0.008
H -0.005 0.000 0.007
H -0.016 -0.020 0.002
F 0.098 -0.106 0.004
B -0.114 0.115 0.194
F 0.281 -0.452 -0.211
F -0.008 -0.011 -0.018
F 0.040 -0.006 -0.040
C -0.051 0.013 0.038
N 0.031 -0.028 -0.104
C -0.014 0.029 0.044
C -0.094 -0.013 -0.045
N 0.075 0.138 -0.027
C 0.095 -0.015 0.173
S -0.226 0.281 -0.342
H 0.018 -0.012 -0.011
H 0.006 0.015 -0.007
H 0.020 0.015 -0.021
H 0.003 -0.008 -0.010
H -0.018 -0.004 -0.014
H 0.000 0.026 0.009
H -0.009 0.066 0.000
H -0.042 -0.108 -0.063
S 0.044 0.048 0.002
C -0.103 0.001 0.068
S -0.111 -0.157 0.076
C 0.120 0.357 -0.192
N -0.097 -0.102 0.046
N 0.096 0.033 -0.093
C -0.091 0.017 0.063
C -0.014 -0.036 -0.093
C 0.001 0.001 -0.010
C 0.019 0.002 0.018
C -0.028 0.005 -0.013
C 0.102 0.044 0.017
S 0.553 -0.380 -0.033
H 0.003 -0.005 0.032
H -0.003 0.001 -0.001
H -0.006 -0.014 -0.002
H 0.002 0.005 0.006
H -0.018 -0.002 0.012

=====

3.
Entry from the OMol25 dataset: C25H57Ba2N2O8 as an isolated structure (ωB97M-V/def2-TZVPD).

## Properties
charge: +3
energy above the lowest of the compared OMol25 structures with the same formula, charge and spin: 131.6 kJ/mol
Kohn-Sham gap: 1.65 eV
multiplicity: 1
HOMO energy: -0.49195 hartree
F_max: 0.0605 Eh/bohr
E_LUMO: -11.74 eV
calculated total energy: -47567.1491 eV

CARTESIAN COORDINATES (ANGSTROEM)
Ba 13.22397 -10.04605 -18.83668
Ba 16.12127 -6.41106 -19.06189
O 17.38165 -10.73727 -20.51311
C 16.98623 -9.51581 -20.14496
O 15.80324 -9.30861 -19.72460
O 17.83166 -8.60212 -19.98631
H 18.32873 -10.57655 -20.73850
C 20.10999 -12.91277 -21.35298
C 20.54611 -14.32633 -21.54656
O 21.48627 -14.33595 -22.63796
H 20.92345 -12.25550 -21.05239
H 19.23972 -12.90984 -20.68254
H 19.65951 -12.50037 -22.26208
H 19.75926 -14.96731 -21.96799
H 20.90214 -14.81316 -20.63582
H 22.17411 -14.98821 -22.47094
C 21.06775 -8.08728 -22.33493
C 20.43694 -9.30906 -21.69785
O 20.45928 -9.21443 -20.28765
H 20.67151 -7.18217 -21.86750
H 20.90973 -8.02787 -23.41165
H 22.14558 -8.07725 -22.16184
H 20.81279 -10.19623 -22.21049
H 19.40735 -9.28531 -22.10076
H 19.59751 -8.88161 -20.00519
C 18.91365 -13.90126 -17.35500
C 17.76313 -14.17057 -18.32594
O 16.87841 -13.05374 -18.48736
H 18.59092 -13.46313 -16.40655
H 19.70526 -13.21690 -17.67388
H 19.36140 -14.86425 -17.10326
H 17.21812 -14.97610 -17.83576
H 18.09965 -14.43686 -19.32959
H 17.30043 -12.44393 -19.10115
C 13.33825 -16.84657 -21.49079
C 14.67031 -16.08900 -21.56232
C 15.75914 -17.19290 -21.57126
C 17.07952 -16.64636 -22.07006
C 16.99043 -15.88772 -23.38703
C 15.98417 -14.69498 -23.33139
N 14.72307 -15.29264 -22.79003
O 13.57339 -14.48989 -22.88641
C 16.59705 -13.55869 -22.48379
C 15.64390 -14.23381 -24.74156
C 14.86250 -15.22752 -20.27235
H 13.16659 -17.14086 -20.45004
H 13.23494 -17.71374 -22.13713
H 12.44537 -16.22433 -21.59792
H 15.99581 -17.65886 -20.61350
H 15.40806 -17.98844 -22.23165
H 17.88758 -17.37587 -22.13595
H 17.40777 -15.93850 -21.29689
H 16.63820 -16.47268 -24.23548
H 17.99350 -15.48167 -23.53115
H 17.20295 -12.85297 -23.06711
H 15.99128 -12.99571 -21.77500
H 17.45009 -13.92665 -21.89659
H 15.18428 -13.24741 -24.76077
H 16.58160 -14.25483 -25.30037
H 14.96555 -14.93427 -25.22709
H 15.91693 -15.25853 -20.00626
H 14.23973 -15.54813 -19.43910
H 14.62056 -14.18836 -20.49876
H 13.09610 -14.86643 -23.63613
C 20.24952 -10.71852 -15.06629
C 20.08666 -9.51117 -16.02427
C 19.35037 -8.43042 -15.21145
C 20.27945 -7.69426 -14.26266
C 21.52028 -7.16302 -14.99720
C 22.31219 -8.16411 -15.88449
N 21.31477 -8.99950 -16.60673
O 21.81724 -9.76616 -17.65343
C 23.03895 -7.33440 -16.94228
C 23.26173 -9.00837 -15.05020
C 19.13640 -9.94553 -17.13997
H 19.26971 -11.11907 -14.79885
H 20.63063 -10.46927 -14.07169
H 20.95179 -11.44902 -15.46795
H 18.99342 -7.69152 -15.94631
H 18.53470 -8.82382 -14.60254
H 20.53769 -8.29526 -13.39069
H 19.82522 -6.77396 -13.88704
H 22.10168 -6.84353 -14.13137
H 21.23460 -6.33633 -15.64646
H 23.36190 -7.97240 -17.77375
H 22.29727 -6.70508 -17.43750
H 23.98352 -6.88664 -16.64411
H 23.79330 -8.40992 -14.31094
H 22.73030 -9.85272 -14.61289
H 24.06655 -9.47148 -15.62765
H 19.63611 -10.65418 -17.80627
H 18.91353 -9.07939 -17.76947
H 18.23471 -10.47754 -16.83476
H 21.31337 -9.50215 -18.44100

Cartesian forces, eV/Å:
Ba 1.042 -0.991 -0.561
Ba 1.552 -0.976 -0.539
O -0.234 1.676 -0.167
C 1.758 -0.001 1.700
O -3.096 -0.121 0.277
O -0.812 0.924 -0.596
H -0.121 -0.764 -0.102
C -1.128 0.414 -0.073
C 0.152 -1.024 -1.732
O 0.482 0.202 0.678
H -0.073 -0.074 0.332
H 0.389 0.178 0.563
H 0.419 -0.197 -0.319
H -0.548 0.268 0.729
H 0.280 0.245 -0.019
H -0.022 0.017 -0.060
C 0.683 0.308 0.301
C -0.902 1.143 -1.986
O 0.167 -0.942 0.283
H -0.068 0.021 -0.094
H -0.097 -0.155 0.023
H -0.016 -0.001 -0.010
H 0.589 -0.375 1.126
H -0.307 -0.107 0.554
H 0.216 0.037 -0.174
C 0.315 0.199 0.135
C 0.528 0.434 0.763
O -0.354 0.473 0.162
H -0.484 -0.198 -0.077
H -0.062 -0.181 -0.523
H 0.196 0.076 -0.066
H -0.437 -0.010 -0.576
H 0.152 -0.484 0.190
H 0.027 -0.120 -0.003
C -0.992 0.583 1.044
C -0.205 -0.546 1.064
C 0.466 -0.078 -1.123
C 0.048 0.531 -0.035
C -0.591 0.864 0.376
C -1.009 -0.432 0.982
N 0.780 -1.324 -0.299
O 0.283 0.838 0.010
C 1.617 0.209 0.242
C 0.481 -0.100 -0.052
C 0.027 0.147 -0.730
H 0.485 -0.612 -0.109
H 0.246 0.066 -0.126
H 0.254 0.272 -0.582
H -0.763 0.209 0.296
H 0.093 -0.028 -0.037
H -0.257 -0.288 0.043
H 0.258 0.058 -0.108
H 0.439 -0.437 0.079
H -0.065 0.054 -0.696
H -0.712 0.191 -0.555
H -0.471 -0.098 -0.318
H -0.468 -0.467 0.412
H 0.127 0.064 -0.038
H -0.118 0.392 -0.222
H 0.043 -0.093 0.050
H -0.075 0.141 0.307
H 0.136 -0.187 0.035
H -0.123 0.140 0.065
H -0.008 0.048 0.093
C 0.485 -0.045 0.589
C -0.914 -0.751 1.109
C 0.742 0.824 0.101
C 0.227 0.465 -0.680
C -0.241 -1.002 0.629
C -0.274 0.259 -0.003
N -0.782 1.122 -0.076
O 0.085 -0.258 0.459
C 0.080 -1.142 -1.280
C 0.619 -0.690 -0.154
C 0.638 -0.384 -1.008
H 0.002 -0.383 -0.562
H 0.303 0.451 -0.261
H -0.379 -0.252 -0.149
H -0.319 0.031 0.072
H -0.223 -0.332 -0.511
H 0.088 -0.108 -0.105
H -0.388 -0.279 0.228
H 0.707 0.495 -0.692
H -0.019 0.218 0.251
H -0.016 -0.295 0.299
H 0.366 0.666 0.316
H -0.430 0.574 0.500
H -0.316 0.001 0.215
H 0.057 0.246 0.450
H -0.220 0.106 -0.374
H 0.024 -0.052 0.060
H -0.273 0.141 0.062
H -0.059 0.341 0.470
H 0.322 0.021 -0.161

=====

4.
Entry from the OMol25 dataset: a single C6H12O molecule (ωB97M-V/def2-TZVPD).

## Properties
structure (SMILES): C=C(O)CCCC
energy above the lowest of the compared OMol25 structures with the same formula, charge and spin: 71.8 kJ/mol
Kohn-Sham gap: 9.78 eV
multiplicity: 1
HOMO energy: -0.32556 hartree
F_max: 0.0069 Eh/bohr
E_LUMO: 0.92 eV
calculated total energy: -8463.6100 eV

CARTESIAN COORDINATES (ANGSTROEM)
C -1.27512 0.68320 -1.59126
C -0.94836 -0.50858 -1.08668
O -1.86040 -1.43233 -0.66652
C 0.45598 -0.97866 -0.84413
C 0.79377 -1.05879 0.65657
C 0.35746 0.16613 1.46533
C 0.92903 1.49216 0.93526
H -0.50394 1.37456 -1.91081
H -2.30827 1.01135 -1.67930
H -2.74650 -1.07801 -0.82102
H 0.58870 -1.96930 -1.29640
H 1.14332 -0.29556 -1.35323
H 0.33448 -1.95702 1.08507
H 1.88107 -1.18011 0.75388
H 0.66094 0.01045 2.50738
H -0.73844 0.21521 1.47583
H 0.16522 2.06206 0.39790
H 1.31798 2.12255 1.74017
H 1.75307 1.32070 0.23194

Cartesian forces, eV/Å:
C 0.008 -0.121 0.019
C 0.175 0.285 -0.117
O -0.215 0.074 -0.003
C 0.024 0.052 -0.064
C 0.027 -0.064 0.050
C -0.024 -0.021 0.056
C 0.028 0.073 -0.039
H -0.098 -0.141 0.063
H 0.102 -0.115 -0.044
H 0.100 -0.112 0.053
H -0.030 0.146 0.045
H -0.142 -0.064 0.075
H 0.040 0.127 -0.063
H -0.149 -0.030 -0.030
H -0.015 0.022 -0.154
H 0.153 -0.001 0.001
H 0.168 -0.061 0.084
H -0.090 -0.073 -0.085
H -0.064 0.023 0.150